18
Properties=species:S:1:pos:R:3:forces:R:3 method="wB97M-V/def2-TZVPD" fmax_ev_per_a=2.934 e_above_lowest_kj_mol=160.6 mol_weight_g_mol=114.15 gap_ha=0.2958
O 1.237 0.579 2.622 -0.28 0.00 -0.49
C 2.040 0.602 1.715 0.33 -0.70 1.95
C 1.723 0.435 0.299 -0.85 0.61 -2.37
C 0.779 -0.669 -0.284 -0.07 -1.19 2.68
C -0.624 -0.327 -0.615 0.29 0.23 -1.36
C -1.145 -0.757 -1.768 -1.83 0.49 -0.55
N -2.477 -0.415 -2.192 0.71 -0.43 1.18
N -1.335 0.451 0.310 -0.17 0.25 0.09
H 3.103 0.747 2.017 -0.13 0.13 -0.50
H 2.616 0.353 -0.318 0.30 0.36 0.35
H 1.251 1.405 0.041 0.33 -0.11 -0.10
H 0.576 -1.409 0.546 1.04 0.17 -0.67
H 1.320 -1.116 -1.115 -0.35 -0.26 0.06
H -0.706 -1.523 -2.390 0.53 0.24 0.00
H -2.797 0.467 -1.827 -0.05 0.10 -0.15
H -2.751 -0.600 -3.138 0.26 0.04 -0.12
H -2.192 0.012 0.615 -0.23 -0.03 -0.17
H -0.792 0.647 1.137 0.17 0.09 0.17

18
Properties=species:S:1:pos:R:3:forces:R:3 method="wB97M-V/def2-TZVPD" fmax_ev_per_a=3.282 e_above_lowest_kj_mol=532.0 mol_weight_g_mol=114.15 gap_ha="0.2758 / 0.2759"
C 1.544 0.313 1.721 0.16 2.04 0.38
C -1.248 1.232 -1.044 0.02 -0.06 0.19
N 0.672 1.184 1.224 0.43 -3.18 -0.70
C 0.178 -0.835 -0.329 -2.63 -0.09 -1.00
C -1.034 0.274 0.135 2.06 -0.52 -0.80
C -0.062 -2.136 -0.155 -0.39 0.24 -0.35
O 0.997 -0.369 -1.338 -0.06 0.17 0.42
N -0.614 0.846 1.348 -0.49 1.23 1.56
H 1.209 -1.090 -1.947 0.08 0.01 0.20
H 0.991 1.582 0.332 0.02 0.53 0.09
H 1.230 -0.237 2.594 -0.17 -0.42 -0.30
H 2.587 0.430 1.465 0.17 0.21 0.14
H -1.949 -0.289 0.326 0.19 -0.05 -0.02
H 0.245 -2.882 -0.878 0.67 -0.14 0.21
H -0.833 -2.462 0.524 0.02 0.14 0.22
H -2.015 1.953 -0.757 -0.11 -0.13 -0.06
H -0.352 1.801 -1.286 0.09 -0.04 -0.07
H -1.548 0.684 -1.935 -0.05 0.06 -0.12

18
Properties=species:S:1:pos:R:3:forces:R:3 method="wB97M-V/def2-TZVPD" fmax_ev_per_a=3.842 e_above_lowest_kj_mol=861.2 mol_weight_g_mol=114.15 gap_ha=0.1904
O 1.566 -1.249 0.612 -0.14 0.01 -0.57
C 2.683 -0.712 0.435 -0.18 0.48 0.55
C -2.530 0.187 1.062 0.16 0.39 -0.50
C -2.787 -0.678 0.099 -0.34 -0.27 0.57
C -0.322 -0.031 -1.179 2.07 -1.51 -1.15
N 2.960 0.562 0.632 0.17 -0.55 0.22
C 0.680 0.840 -0.600 -2.29 3.08 -0.10
N -0.683 1.231 -0.699 0.72 -0.31 0.40
H 3.499 -1.343 0.037 0.07 -0.20 0.20
H -2.651 1.219 0.758 -0.08 0.18 0.78
H -2.079 -0.091 1.998 -0.08 0.08 0.29
H -3.166 -0.260 -0.821 -0.06 -0.49 -0.33
H -2.623 -1.740 0.247 -0.18 0.00 -0.32
H -0.393 -0.955 -0.615 -0.67 -0.05 0.14
H -0.231 -0.167 -2.256 -0.58 0.05 -0.06
H 3.953 0.640 0.848 0.00 0.28 -0.34
H 0.867 0.905 0.512 0.76 -0.59 0.21
H 1.259 1.641 -1.070 0.67 -0.59 0.01

18
Properties=species:S:1:pos:R:3:forces:R:3 method="wB97M-V/def2-TZVPD" fmax_ev_per_a=4.703 e_above_lowest_kj_mol=381.8 mol_weight_g_mol=114.15 gap_ha="0.2879 / 0.3177"
C 0.882 0.508 0.005 -0.17 -0.01 0.17
C -0.517 0.125 0.441 -0.06 0.28 -0.69
C 1.479 0.148 -1.317 -0.08 0.69 0.27
C -0.604 -1.298 0.998 0.11 0.15 0.00
C -1.438 0.282 -0.784 -0.13 -0.09 0.26
O -0.975 0.976 1.488 0.13 0.05 0.05
N 1.796 0.917 1.077 -2.49 1.71 -3.10
N 2.327 0.159 1.726 2.55 -2.45 3.10
H -0.905 1.891 1.190 0.01 -0.05 0.03
H 1.192 -0.846 -1.668 -0.02 -0.04 0.14
H 2.565 0.225 -1.290 0.01 -0.11 0.06
H 1.133 0.873 -2.059 0.02 -0.13 -0.25
H -2.470 0.228 -0.430 0.04 -0.04 -0.10
H -1.641 -1.519 1.262 0.07 0.07 0.02
H 0.016 -1.381 1.893 -0.04 -0.07 -0.07
H -0.280 -2.027 0.252 0.06 0.06 0.07
H -1.276 -0.512 -1.515 0.01 0.08 -0.01
H -1.282 1.251 -1.269 -0.04 -0.11 0.05

Copy entry 1 word for word.
18
Properties=species:S:1:pos:R:3:forces:R:3 method="wB97M-V/def2-TZVPD" fmax_ev_per_a=2.934 e_above_lowest_kj_mol=160.6 mol_weight_g_mol=114.15 gap_ha=0.2958
O 1.237 0.579 2.622 -0.28 0.00 -0.49
C 2.040 0.602 1.715 0.33 -0.70 1.95
C 1.723 0.435 0.299 -0.85 0.61 -2.37
C 0.779 -0.669 -0.284 -0.07 -1.19 2.68
C -0.624 -0.327 -0.615 0.29 0.23 -1.36
C -1.145 -0.757 -1.768 -1.83 0.49 -0.55
N -2.477 -0.415 -2.192 0.71 -0.43 1.18
N -1.335 0.451 0.310 -0.17 0.25 0.09
H 3.103 0.747 2.017 -0.13 0.13 -0.50
H 2.616 0.353 -0.318 0.30 0.36 0.35
H 1.251 1.405 0.041 0.33 -0.11 -0.10
H 0.576 -1.409 0.546 1.04 0.17 -0.67
H 1.320 -1.116 -1.115 -0.35 -0.26 0.06
H -0.706 -1.523 -2.390 0.53 0.24 0.00
H -2.797 0.467 -1.827 -0.05 0.10 -0.15
H -2.751 -0.600 -3.138 0.26 0.04 -0.12
H -2.192 0.012 0.615 -0.23 -0.03 -0.17
H -0.792 0.647 1.137 0.17 0.09 0.17